No. 1
Below is 2 unconnected molecules or ions with the total composition C32H49F12IN2O7S, with properties calculated with ωB97M-V/def2-TZVPD.

Summary:
HOMO-LUMO gap in Ha: 0.2460
Energy in eV: -102834.051

Each line ends with the Mulliken charge.
Cartesian coordinates (Å):
C: 3.77 1.21 3.37  -1.009
N: 2.84 1.32 2.24  0.077
C: 3.36 0.87 0.96  -0.911
N: 3.08 -0.54 0.73  -0.078
C: 1.68 -0.97 0.81  3.566
C: 1.54 -2.20 -0.11  -2.488
C: 2.46 -3.39 0.21  -0.963
C: 1.78 -4.73 -0.08  -0.376
C: 1.52 -4.92 -1.58  -0.641
C: 0.15 -5.51 -1.96  -0.731
O: -0.88 -5.13 -1.07  -0.219
C: -1.67 -6.18 -0.56  -0.593
C: 0.64 0.08 0.34  -1.692
C: 0.76 0.49 -1.13  -1.880
C: 0.04 1.78 -1.55  0.998
C: 0.42 2.98 -0.67  -1.855
C: 0.46 2.12 -2.99  -0.642
C: 0.41 0.94 -3.97  -0.265
C: 0.70 1.25 -5.42  -0.822
C: 1.90 1.19 -6.00  0.774
C: 2.09 0.73 -7.43  -1.478
C: 3.17 1.55 -5.25  -1.291
C: 1.31 -1.32 2.29  -2.011
O: 2.40 -1.46 3.15  -0.406
O: 0.48 -2.49 2.27  -0.034
C: 0.03 -2.99 3.48  0.126
I: -1.76 -4.11 2.89  0.006
C: -0.35 -1.95 4.52  -1.466
C: -1.51 -1.06 4.08  -0.750
C: -1.48 0.27 4.78  0.552
F: -1.17 0.07 6.09  -0.368
F: -0.52 1.10 4.30  -0.270
C: -2.82 1.05 4.86  0.474
F: -3.67 0.33 5.60  -0.261
F: -2.62 2.20 5.50  -0.269
S: -3.71 1.43 3.22  1.407
F: -5.04 1.77 4.02  -0.370
F: -3.30 2.95 3.28  -0.337
F: -2.40 1.13 2.37  -0.245
F: -4.14 -0.10 3.12  -0.323
F: -4.48 1.69 1.88  -0.292
C: 1.00 -4.04 4.12  0.938
F: 0.36 -5.00 4.78  -0.289
F: 1.81 -3.47 5.02  -0.271
F: 1.76 -4.61 3.18  -0.186
H: 3.29 0.72 4.22  0.195
H: 4.63 0.58 3.11  0.301
H: 4.12 2.18 3.71  0.383
H: 2.55 2.28 2.15  0.280
H: 4.46 0.96 0.94  0.534
H: 2.98 1.54 0.18  0.128
H: 3.44 -0.80 -0.19  0.432
H: 0.50 -2.53 -0.12  0.443
H: 1.75 -1.87 -1.13  1.252
H: 3.34 -3.33 -0.45  0.568
H: 2.83 -3.35 1.23  0.159
H: 0.85 -4.75 0.50  -0.015
H: 2.42 -5.52 0.31  0.597
H: 2.27 -5.63 -1.96  0.494
H: 1.68 -4.00 -2.13  0.181
H: -0.11 -5.13 -2.96  0.317
H: 0.22 -6.60 -2.07  0.419
H: -1.14 -7.14 -0.58  0.365
H: -2.60 -6.28 -1.13  0.249
H: -1.91 -5.96 0.48  -0.036
H: 0.65 0.95 1.00  0.256
H: -0.35 -0.37 0.47  0.848
H: 0.39 -0.34 -1.74  0.534
H: 1.82 0.60 -1.42  0.537
H: -1.05 1.66 -1.55  0.299
H: 0.12 3.90 -1.18  0.535
H: 1.51 3.02 -0.59  0.303
H: -0.01 2.94 0.33  0.270
H: -0.15 2.92 -3.41  0.260
H: 1.49 2.49 -2.96  0.051
H: -0.60 0.51 -3.95  0.369
H: 1.09 0.14 -3.68  0.044
H: -0.15 1.50 -6.06  0.350
H: 1.44 -0.11 -7.66  0.374
H: 3.12 0.38 -7.54  0.420
H: 1.96 1.52 -8.18  0.297
H: 3.86 1.98 -5.98  0.494
H: 3.68 0.69 -4.80  0.258
H: 2.96 2.28 -4.48  0.290
H: 0.76 -0.46 2.68  0.016
H: 2.83 -2.30 2.99  0.601
H: -0.66 -2.49 5.43  0.833
H: 0.52 -1.37 4.82  0.214
H: -1.52 -0.92 3.00  0.558
H: -2.46 -1.53 4.33  0.907
C: -4.59 6.32 -2.34  -0.983
C: -3.65 5.52 -2.85  0.147
C: -3.09 4.33 -2.08  1.005
O: -2.24 3.68 -2.67  -0.500
C: -3.58 4.06 -0.75  -0.928
C: -4.53 4.87 -0.24  0.259
C: -5.10 6.04 -1.01  0.918
O: -5.97 6.69 -0.46  -0.637
O: -5.05 4.73 0.96  -0.513
O: -3.11 5.68 -4.05  -0.602
H: -4.99 7.16 -2.88  0.449
H: -3.17 3.23 -0.21  0.649
H: -5.71 5.45 1.06  0.372
H: -2.46 4.96 -4.15  0.365

---

No. 2
Below is 8 unconnected molecules or ions with the total composition C32H49N5O3 at a distorted geometry, with properties calculated with ωB97M-V/def2-TZVPD.

Summary:
HOMO-LUMO gap in Ha: 0.3265
Energy in eV: -47568.045

Each line ends with the Mulliken charge.
Cartesian coordinates (Å):
N: -0.79 0.54 -0.62  0.945
C: -0.11 0.37 -1.78  -1.568
C: 1.02 -0.33 -1.53  0.081
C: 1.04 -0.59 -0.18  -0.842
C: -0.13 -0.05 0.38  0.148
H: -1.62 1.14 -0.51  0.212
H: -0.39 0.80 -2.73  0.404
H: 1.74 -0.64 -2.29  0.368
H: 1.72 -1.21 0.34  0.451
H: -0.50 0.04 1.41  -0.092
N: 0.81 1.35 4.13  0.244
C: -0.13 1.42 5.12  -0.532
C: -0.59 0.16 5.35  -1.055
C: 0.07 -0.69 4.39  -0.177
C: 1.00 0.08 3.71  -0.407
H: 1.28 2.18 3.78  0.097
H: -0.29 2.33 5.61  0.495
H: -1.39 -0.18 6.01  0.408
H: 0.03 -1.76 4.16  0.536
H: 1.58 -0.15 2.82  0.357
N: 1.97 -4.17 4.15  -0.037
C: 2.45 -3.49 3.02  -0.685
C: 2.01 -4.22 1.94  0.068
C: 1.14 -5.29 2.44  -0.943
C: 1.14 -5.18 3.83  -0.454
H: 2.00 -3.76 5.09  0.279
H: 3.09 -2.61 3.21  0.398
H: 2.11 -4.00 0.94  0.653
H: 0.62 -6.06 1.84  0.357
H: 0.68 -5.83 4.58  0.376
N: 2.00 2.48 0.25  0.117
C: 1.68 3.75 -0.23  -0.542
C: 1.83 4.62 0.80  -0.711
C: 2.35 3.89 1.90  -0.634
C: 2.40 2.56 1.55  -0.635
H: 1.76 1.60 -0.22  0.440
H: 1.52 3.86 -1.33  0.408
H: 1.83 5.70 0.74  0.440
H: 2.60 4.35 2.85  0.463
H: 2.65 1.70 2.18  0.775
N: 4.84 -1.32 -1.90  0.045
C: 5.47 -0.37 -1.17  -0.812
C: 5.36 -0.82 0.13  -0.553
C: 4.67 -2.05 0.17  0.119
C: 4.34 -2.32 -1.13  -0.737
H: 4.91 -1.40 -2.90  0.229
H: 6.01 0.43 -1.62  0.457
H: 5.84 -0.38 1.05  0.352
H: 4.64 -2.84 0.98  0.486
H: 3.79 -3.13 -1.59  0.435
C: -3.18 0.92 2.13  0.096
C: -4.54 0.75 1.42  -0.968
C: -4.40 1.66 0.20  -0.336
O: -3.07 2.07 0.16  -0.607
C: -2.60 2.12 1.47  -0.915
H: -2.60 -0.03 2.04  -0.058
H: -3.35 0.99 3.21  0.535
H: -5.32 1.07 2.14  0.266
H: -4.75 -0.28 1.18  0.289
H: -5.09 2.55 0.25  0.351
H: -4.62 1.13 -0.75  0.370
H: -2.94 3.06 1.86  0.405
H: -1.53 2.10 1.40  0.375
C: -3.43 4.53 -4.15  -0.454
C: -2.85 4.41 -2.79  -0.618
C: -2.12 3.08 -2.78  0.545
O: -1.88 2.79 -4.17  -0.465
C: -3.01 3.23 -4.91  -0.488
H: -3.09 5.45 -4.66  0.225
H: -4.52 4.57 -4.21  0.306
H: -3.61 4.36 -2.00  0.158
H: -2.12 5.18 -2.53  0.354
H: -2.78 2.38 -2.28  -0.145
H: -1.13 3.09 -2.31  -0.001
H: -3.79 2.46 -4.96  0.256
H: -2.58 3.35 -5.91  0.299
C: -0.83 -2.83 -3.61  -0.399
C: -1.06 -3.12 -2.09  0.488
C: -0.33 -4.40 -1.84  -0.280
O: -0.17 -5.08 -3.16  -0.481
C: -0.22 -4.09 -4.18  -0.492
H: -0.13 -1.98 -3.69  0.082
H: -1.74 -2.53 -4.12  0.356
H: -2.08 -3.34 -1.76  0.385
H: -0.56 -2.36 -1.48  -0.475
H: -0.81 -5.14 -1.21  0.273
H: 0.71 -4.32 -1.49  0.022
H: -0.72 -4.48 -5.08  0.270
H: 0.81 -3.83 -4.47  0.250

---

No. 3
Below is a molecular structure, C32H50AsAuCl2NO2Si4 at a distorted geometry, with properties calculated with ωB97M-V/def2-TZVPD.

Summary:
HOMO-LUMO gap (alpha / beta) in Ha: 0.2289 / 0.2289
Relative energy (zero: lowest compared OMol25 entry of this formula, charge and spin) in eV: 1.134
Energy in eV: -160673.113
Charge: -1

Each line ends with the Mulliken charge.
Cartesian coordinates (Å):
Au: -0.02 -0.50 -0.39  1.585
C: 2.17 0.33 2.75  -0.747
Si: 1.08 -1.19 2.93  0.287
C: 1.18 -1.61 4.79  -1.328
C: 1.86 -2.72 2.15  -0.531
C: -0.66 -0.94 2.36  0.721
C: -1.31 -2.15 1.89  -0.146
C: -2.29 -2.89 2.59  -0.616
C: -2.81 -4.04 2.04  -0.620
C: -2.36 -4.47 0.79  -0.947
C: -1.40 -3.69 0.16  -0.677
N: -0.92 -2.58 0.69  0.454
Si: -1.66 0.42 3.09  0.194
C: -1.54 0.63 4.98  -1.408
C: -1.09 2.11 2.44  0.069
C: -3.53 0.16 2.83  -1.125
H: 3.22 0.09 2.94  0.439
H: 1.87 1.09 3.48  0.351
H: 2.10 0.78 1.76  -0.085
H: 2.20 -1.89 5.08  0.321
H: 0.53 -2.45 5.04  0.288
H: 0.89 -0.77 5.42  0.308
H: 2.87 -2.87 2.54  0.426
H: 1.91 -2.65 1.06  -0.286
H: 1.27 -3.60 2.41  0.391
H: -2.62 -2.54 3.56  0.453
H: -3.56 -4.60 2.57  0.431
H: -2.74 -5.37 0.32  0.398
H: -1.02 -3.96 -0.82  0.457
H: -0.55 1.00 5.28  0.321
H: -1.71 -0.31 5.50  0.350
H: -2.27 1.36 5.34  0.347
H: -0.40 2.57 3.15  0.516
H: -1.93 2.80 2.31  0.349
H: -0.57 1.99 1.49  -1.139
H: -4.00 -0.18 3.76  0.315
H: -3.74 -0.57 2.05  0.298
H: -4.01 1.10 2.53  0.395
Cl: 2.56 -2.14 -3.54  -0.235
C: 2.49 -0.41 -3.44  0.851
C: 3.61 0.30 -3.85  -0.675
C: 3.60 1.68 -3.84  -0.508
C: 2.46 2.36 -3.43  -0.851
C: 1.35 1.64 -3.01  0.717
C: 1.34 0.24 -2.98  -0.793
C: 0.15 -0.48 -2.47  0.058
H: 4.49 -0.25 -4.17  0.421
H: 4.48 2.23 -4.15  0.363
H: 2.43 3.44 -3.42  0.417
H: 0.47 2.16 -2.65  -0.051
H: 0.23 -1.55 -2.65  0.840
H: -0.75 -0.08 -2.90  -1.122
C: -0.08 3.58 -0.21  -1.071
Si: -1.72 3.00 -0.93  1.175
C: -1.84 3.55 -2.73  -1.301
C: -3.14 3.89 -0.06  -1.193
As: -2.11 0.73 -0.41  0.261
Si: -3.47 0.12 -2.22  0.796
C: -3.91 -1.70 -1.99  -1.169
C: -5.04 1.15 -2.03  -1.206
C: -2.85 0.35 -4.00  -1.318
H: 0.19 4.55 -0.63  0.496
H: 0.74 2.88 -0.39  0.137
H: -0.16 3.69 0.87  0.392
H: -2.01 4.63 -2.72  0.460
H: -2.69 3.10 -3.25  0.253
H: -0.95 3.35 -3.33  0.376
H: -2.98 4.97 -0.09  0.356
H: -3.23 3.58 0.99  0.280
H: -4.09 3.67 -0.55  0.284
H: -4.51 -1.84 -1.09  0.293
H: -3.01 -2.30 -1.87  0.166
H: -4.47 -2.08 -2.85  0.396
H: -5.37 1.20 -0.99  0.311
H: -5.85 0.70 -2.62  0.427
H: -4.90 2.17 -2.39  0.276
H: -2.47 -0.59 -4.40  0.338
H: -2.06 1.09 -4.10  0.318
H: -3.69 0.67 -4.62  0.356
Cl: 8.57 -2.20 -0.80  -0.253
C: 6.92 -1.66 -0.67  0.450
C: 5.91 -2.59 -0.52  -1.087
C: 4.60 -2.15 -0.43  0.145
C: 4.30 -0.80 -0.48  0.019
C: 5.34 0.12 -0.63  -0.336
C: 6.65 -0.30 -0.73  -0.855
C: 2.88 -0.29 -0.39  0.424
O: 2.67 0.92 -0.31  -0.799
O: 2.00 -1.22 -0.45  -1.536
H: 6.15 -3.65 -0.48  0.409
H: 3.78 -2.86 -0.32  0.412
H: 5.08 1.17 -0.65  0.453
H: 7.46 0.40 -0.85  0.421

---

No. 4
Below is a molecular structure, C32H50EuN7OP2 at a distorted geometry, with properties calculated with ωB97M-V/def2-TZVPD.

Summary:
HOMO-LUMO gap (alpha / beta) in Ha: 0.1928 / 0.2293
Multiplicity: 8
⟨S²⟩: 15.783
Energy in eV: -84362.759
Charge: +1

Each line ends with the Mulliken charge.
Cartesian coordinates (Å):
C: 1.93 -1.85 -1.65  0.655
C: 1.52 0.25 -2.67  0.037
C: 2.76 -2.23 -2.71  -1.000
C: 2.33 -0.09 -3.76  -0.541
C: 2.97 -1.33 -3.77  -1.254
H: 3.22 -3.22 -2.71  0.528
H: 2.45 0.62 -4.59  0.545
H: 3.62 -1.61 -4.61  0.445
N: 1.36 -0.61 -1.62  1.378
P: -0.20 -2.41 0.06  -0.738
P: 0.59 2.19 -0.86  -0.276
C: 1.55 -2.80 -0.54  -1.474
H: 1.70 -3.85 -0.85  0.706
H: 2.18 -2.61 0.35  0.513
C: 0.65 1.47 -2.62  -1.214
H: 0.93 2.19 -3.40  1.266
C: -0.72 3.61 -0.98  2.283
C: 2.32 2.94 -0.56  2.311
C: -1.38 -3.22 -1.21  2.166
C: -0.31 -3.36 1.72  2.692
C: -2.02 3.18 -0.26  -1.789
H: -1.91 3.24 0.83  0.282
H: -2.82 3.87 -0.57  0.554
H: -2.32 2.15 -0.50  0.236
C: -0.21 4.87 -0.24  -1.644
H: -0.08 4.67 0.84  0.272
H: 0.73 5.26 -0.64  0.294
H: -0.97 5.66 -0.34  0.552
C: -1.04 3.96 -2.45  -1.631
H: -1.44 4.99 -2.49  0.600
H: -0.16 3.91 -3.10  0.111
H: -1.82 3.29 -2.86  0.350
C: 2.38 3.54 0.87  -1.522
H: 1.55 3.16 1.49  0.085
H: 3.33 3.23 1.34  0.452
H: 2.35 4.64 0.87  0.387
C: 3.36 1.79 -0.61  -1.896
H: 2.98 0.88 -0.12  0.034
H: 3.66 1.55 -1.64  0.337
H: 4.26 2.12 -0.06  0.787
C: 2.73 3.98 -1.61  -1.687
H: 1.95 4.10 -2.39  0.302
H: 2.94 4.97 -1.18  0.435
H: 3.65 3.64 -2.12  0.347
C: -1.70 -3.12 2.34  -1.800
H: -1.60 -3.07 3.44  0.467
H: -2.13 -2.16 2.00  0.109
H: -2.42 -3.92 2.10  0.339
C: 0.74 -2.77 2.69  -1.988
H: 1.74 -2.71 2.25  0.332
H: 0.45 -1.76 3.02  0.239
H: 0.79 -3.42 3.58  0.686
C: -0.02 -4.86 1.58  -1.514
H: 0.63 -5.18 2.41  0.338
H: -0.93 -5.49 1.61  0.370
H: 0.52 -5.08 0.64  0.307
C: -1.16 -2.49 -2.56  -1.232
H: -1.03 -3.20 -3.40  0.390
H: -2.07 -1.89 -2.78  0.262
H: -0.31 -1.81 -2.52  -0.118
C: -2.82 -2.93 -0.73  -1.766
H: -2.89 -1.89 -0.37  0.297
H: -3.51 -3.05 -1.59  0.518
H: -3.14 -3.62 0.06  0.325
C: -1.17 -4.72 -1.45  -1.683
H: -0.14 -4.95 -1.79  0.358
H: -1.38 -5.33 -0.55  0.288
H: -1.86 -5.05 -2.24  0.508
Eu: 0.00 0.00 0.00  0.064
C: 1.39 -0.02 1.34  0.227
O: 2.16 0.06 2.23  -0.563
N: -1.27 0.24 -1.73  0.032
C: -0.80 0.87 -2.74  0.738
C: -1.54 1.01 -4.03  -0.247
C: -2.95 0.99 -3.99  -0.073
C: -0.90 1.14 -5.28  -0.215
C: -3.70 1.11 -5.16  -0.945
H: -3.43 0.88 -3.01  0.383
C: -1.66 1.25 -6.46  -0.935
H: 0.19 1.15 -5.35  0.320
C: -3.06 1.24 -6.41  -0.477
H: -4.80 1.10 -5.12  0.405
H: -1.14 1.35 -7.42  0.427
H: -3.64 1.33 -7.33  0.404
N: -1.24 2.78 4.48  -0.698
N: -1.62 1.87 3.51  1.145
N: -2.75 1.18 3.47  -1.126
C: -2.65 0.41 2.35  -0.446
N: -1.46 0.65 1.74  0.373
N: -0.86 1.56 2.49  -0.134
H: -1.85 2.99 5.29  0.248
H: -0.33 3.26 4.41  0.254
H: -3.39 -0.31 2.05  0.534

---

> Look up the energy of the third one.

-160673.113 eV

---

> Among the records above, which one has the highest energy?

C32H49N5O3